{"formula": "C42H49BI2IrN9OTe", "method": "ωB97M-V/def2-TZVPD", "lumo_energy_ev": [-10.166, -10.280], "s_squared": 0.76, "total_energy_ev": -86791.627, "gap_ev": [5.480, 5.387], "spin_multiplicity": 2, "de_lowest_kcal_mol": 74.5, "charge": 3, "symbols": ["Ir", "C", "C", "C", "C", "N", "N", "B", "N", "C", "C", "C", "C", "N", "N", "C", "C", "C", "C", "N", "N", "C", "C", "C", "C", "N", "H", "H", "H", "H", "H", "H", "H", "H", "H", "H", "H", "H", "H", "H", "H", "H", "H", "H", "H", "H", "I", "C", "I", "H", "H", "C", "C", "C", "C", "C", "C", "Te", "N", "C", "O", "C", "C", "C", "C", "C", "C", "C", "C", "C", "C", "C", "C", "C", "C", "C", "C", "C", "C", "H", "H", "H", "H", "H", "H", "H", "H", "H", "H", "H", "H", "H", "H", "H", "H", "H", "H", "H", "H", "H", "H", "H", "H", "H", "H", "H"], "xyz": [[0.459, -0.012, 0.190], [-0.912, -3.305, 0.025], [0.122, -2.927, 1.035], [0.652, -3.714, 2.032], [1.695, -2.985, 2.601], [1.795, -1.820, 1.976], [0.838, -1.763, 1.001], [2.877, -0.676, 1.965], [2.126, 0.644, 2.360], [2.365, 1.514, 3.343], [1.588, 2.644, 3.141], [0.865, 2.418, 1.979], [0.006, 3.347, 1.204], [1.207, 1.189, 1.529], [3.274, -0.525, 0.457], [4.370, -0.881, -0.222], [4.164, -0.651, -1.571], [2.870, -0.159, -1.678], [2.122, 0.285, -2.887], [2.346, -0.085, -0.438], [4.026, -0.917, 2.853], [5.249, -0.303, 2.881], [5.832, -0.591, 4.078], [4.883, -1.387, 4.769], [4.998, -1.958, 6.142], [3.796, -1.565, 4.041], [-1.143, -4.362, 0.139], [-0.540, -3.157, -0.990], [-1.858, -2.769, 0.113], [0.355, -4.717, 2.286], [2.390, -3.216, 3.391], [3.092, 1.281, 4.105], [1.573, 3.538, 3.740], [0.633, 4.100, 0.722], [-0.697, 3.859, 1.857], [-0.555, 2.830, 0.417], [5.230, -1.278, 0.293], [4.864, -0.814, -2.372], [2.705, 1.026, -3.433], [1.165, 0.745, -2.625], [1.936, -0.552, -3.560], [5.604, 0.300, 2.061], [6.811, -0.299, 4.416], [6.031, -2.221, 6.365], [4.376, -2.843, 6.247], [4.678, -1.226, 6.886], [-0.772, -0.481, 4.163], [-2.268, -0.951, 2.813], [-2.140, -0.087, 0.792], [-3.235, -0.583, 3.143], [-2.276, -2.011, 2.573], [-3.148, 3.516, -8.584], [-3.053, 3.188, -7.130], [-4.196, 2.895, -6.381], [-4.141, 2.605, -5.033], [-5.423, 2.338, -4.303], [-2.866, 2.567, -4.415], [-2.639, 2.079, -2.417], [-2.994, 1.701, 0.443], [-2.848, 2.384, 1.612], [-2.253, 1.910, 2.591], [-3.502, 3.717, 1.655], [-3.932, 4.178, 2.898], [-4.596, 5.390, 2.987], [-4.817, 6.149, 1.846], [-4.367, 5.703, 0.609], [-3.719, 4.484, 0.511], [-3.720, 0.281, -2.274], [-4.916, 0.203, -1.556], [-5.644, 1.372, -0.952], [-5.504, -1.055, -1.420], [-4.948, -2.200, -1.972], [-5.628, -3.531, -1.852], [-3.750, -2.077, -2.679], [-3.118, -0.855, -2.845], [-1.831, -0.800, -3.626], [-1.696, 2.927, -5.133], [-0.316, 2.982, -4.533], [-1.817, 3.198, -6.481], [-4.179, 3.654, -8.900], [-2.715, 2.708, -9.178], [-2.582, 4.419, -8.812], [-5.162, 2.921, -6.870], [-6.266, 2.723, -4.872], [-5.446, 2.821, -3.327], [-5.578, 1.266, -4.163], [-3.748, 3.581, 3.780], [-4.937, 5.747, 3.949], [-5.340, 7.093, 1.920], [-4.519, 6.310, -0.273], [-3.357, 4.149, -0.453], [-5.127, 2.322, -1.079], [-5.787, 1.224, 0.118], [-6.634, 1.460, -1.402], [-6.442, -1.128, -0.882], [-6.430, -3.507, -1.117], [-4.921, -4.314, -1.577], [-6.063, -3.816, -2.812], [-3.309, -2.959, -3.129], [-1.583, -1.785, -4.018], [-0.987, -0.469, -3.007], [-1.893, -0.115, -4.474], [-0.311, 3.038, -3.443], [0.213, 3.859, -4.902], [0.262, 2.103, -4.826], [-0.925, 3.437, -7.049]], "atomic_forces_ev_per_a": [[0.363, 0.089, -0.530], [-0.030, 0.058, -0.052], [0.051, 0.171, -0.112], [0.060, -0.033, 0.064], [0.039, -0.067, -0.062], [0.113, 0.224, -0.289], [-0.313, -0.260, 0.545], [-0.116, 0.027, -0.021], [0.139, -0.086, -0.214], [0.025, 0.033, -0.071], [0.060, 0.008, 0.031], [-0.049, -0.054, -0.075], [0.014, 0.013, -0.069], [-0.251, -0.004, 0.572], [-0.082, 0.042, 0.078], [-0.010, 0.012, 0.026], [0.021, -0.026, -0.001], [0.010, 0.053, 0.069], [-0.057, -0.008, -0.017], [0.252, -0.187, -0.084], [-0.041, -0.063, 0.040], [-0.007, 0.045, -0.002], [-0.049, -0.033, -0.065], [-0.089, -0.021, 0.080], [0.013, 0.018, 0.014], [0.108, 0.051, -0.033], [0.027, -0.009, -0.009], [0.000, 0.005, -0.003], [0.002, -0.005, 0.030], [-0.007, -0.020, -0.002], [0.010, -0.010, 0.014], [0.035, 0.004, 0.005], [-0.003, 0.016, 0.004], [0.017, -0.007, -0.003], [0.015, -0.006, -0.017], [-0.008, 0.009, 0.052], [0.022, 0.014, 0.003], [0.019, 0.013, -0.005], [0.002, 0.000, -0.006], [0.012, -0.008, 0.005], [0.002, -0.009, -0.003], [0.009, -0.004, -0.020], [0.007, 0.027, 0.010], [-0.011, -0.025, -0.004], [-0.001, -0.003, 0.005], [0.017, -0.008, 0.000], [0.036, 0.005, 0.020], [-0.082, 0.033, 0.019], [-0.135, -0.004, -0.156], [-0.011, -0.001, -0.019], [-0.051, -0.010, 0.002], [0.004, -0.034, -0.012], [0.008, 0.014, 0.013], [-0.017, 0.049, 0.058], [-0.009, -0.230, -0.186], [-0.026, -0.043, 0.050], [0.051, 0.069, 0.117], [-0.051, 0.109, -0.354], [0.087, -0.099, 0.517], [-0.030, -0.073, 0.062], [-0.073, 0.046, 0.060], [-0.026, -0.025, -0.037], [0.027, 0.044, -0.024], [0.027, -0.006, 0.027], [-0.011, 0.004, -0.026], [0.018, 0.002, 0.025], [-0.004, 0.045, -0.018], [-0.089, 0.098, 0.040], [-0.036, -0.039, -0.022], [-0.040, 0.023, -0.043], [0.029, -0.002, 0.022], [0.017, 0.036, 0.003], [0.003, -0.014, -0.019], [0.014, -0.023, 0.050], [-0.033, -0.038, -0.004], [0.020, -0.003, -0.033], [0.019, 0.013, -0.124], [0.016, 0.001, 0.053], [0.017, 0.027, 0.053], [-0.001, 0.006, -0.005], [0.007, -0.001, 0.002], [0.000, 0.001, -0.010], [-0.012, 0.027, 0.000], [0.000, -0.016, -0.010], [0.007, 0.006, 0.038], [-0.003, 0.005, 0.020], [-0.005, -0.013, 0.005], [-0.015, -0.004, 0.000], [0.018, 0.015, 0.005], [-0.015, -0.005, -0.004], [-0.021, -0.029, 0.007], [0.013, 0.009, -0.005], [-0.001, 0.007, 0.000], [0.008, 0.022, -0.021], [-0.009, -0.007, 0.002], [0.000, -0.008, 0.008], [-0.005, -0.009, 0.005], [-0.008, 0.001, 0.001], [-0.004, -0.012, -0.010], [0.007, -0.004, 0.001], [0.015, 0.018, 0.011], [-0.001, -0.008, 0.006], [0.005, 0.037, -0.027], [0.015, -0.009, -0.022], [-0.006, -0.012, 0.016], [0.002, 0.036, -0.003]], "lowdin_charge": [1.1570, -0.0282, -0.3219, 0.0367, -0.0068, 0.0414, -0.1048, -0.6595, 0.0246, -0.0056, 0.0412, -0.2860, 0.0036, -0.1060, 0.0455, 0.0119, 0.0427, -0.2852, -0.0109, -0.0971, -0.0173, -0.0659, 0.0131, -0.3238, -0.0135, 0.1187, 0.1058, 0.0946, 0.0170, 0.1359, 0.1312, 0.1498, 0.1372, 0.1118, 0.0980, 0.0448, 0.1453, 0.1340, 0.1049, 0.0396, 0.1025, 0.1267, 0.1212, 0.0900, 0.0817, 0.0891, 1.0773, -0.8959, 1.6030, 0.0058, -0.0162, -0.0116, -0.2023, 0.0257, -0.2689, -0.0382, -0.3990, 1.7041, -0.3482, -0.6696, -0.1466, -0.1763, -0.0012, -0.0377, -0.0397, -0.0510, -0.0541, -0.4525, -0.3365, -0.0688, 0.0072, -0.2374, -0.0213, -0.0042, -0.3255, -0.0644, -0.3010, -0.0756, 0.0122, 0.0909, 0.1063, 0.1012, 0.1350, 0.0991, 0.0635, 0.0964, 0.1239, 0.1206, 0.1210, 0.1151, 0.0473, 0.0247, 0.0928, 0.1057, 0.1371, 0.0877, 0.0873, 0.1032, 0.1314, 0.0930, 0.0378, 0.0804, 0.0128, 0.0993, 0.0889, 0.1404]}

---

{"formula": "C42H49CoN3S3Sb2", "method": "ωB97M-V/def2-TZVPD", "lumo_energy_ev": [-8.655, -10.694], "s_squared": 6.03, "total_energy_ev": -132002.641, "gap_ev": [6.646, 4.781], "spin_multiplicity": 5, "de_lowest_kcal_mol": 0.0, "charge": 3, "symbols": ["Co", "C", "Sb", "C", "C", "C", "C", "C", "C", "C", "C", "C", "Sb", "C", "C", "H", "H", "H", "H", "H", "H", "H", "H", "H", "H", "H", "H", "H", "H", "H", "H", "H", "H", "H", "H", "S", "C", "N", "C", "C", "N", "C", "C", "C", "C", "C", "C", "C", "C", "S", "C", "C", "C", "C", "C", "C", "C", "H", "H", "H", "H", "H", "H", "H", "H", "H", "H", "H", "H", "H", "H", "H", "H", "H", "H", "N", "S", "C", "C", "C", "C", "C", "C", "C", "C", "C", "C", "C", "C", "H", "H", "H", "H", "H", "H", "H", "H", "H", "H", "H"], "xyz": [[0.098, -0.096, 0.275], [4.425, -1.093, -0.102], [2.802, 0.276, 0.211], [3.319, 0.889, 2.199], [3.620, 2.024, -0.945], [3.842, 3.135, -0.024], [5.048, 3.222, 0.680], [5.221, 4.157, 1.675], [4.167, 5.032, 2.033], [2.994, 5.009, 1.330], [2.822, 4.129, 0.238], [1.686, 4.294, -0.632], [0.003, 2.832, -0.153], [-0.505, 3.640, 1.771], [-1.566, 3.845, -1.212], [5.324, -0.651, 0.324], [4.564, -1.270, -1.166], [4.207, -2.036, 0.398], [4.395, 1.029, 2.269], [3.009, 0.107, 2.892], [2.811, 1.819, 2.456], [2.902, 2.215, -1.737], [4.546, 1.625, -1.357], [5.853, 2.542, 0.430], [6.167, 4.217, 2.198], [4.306, 5.745, 2.835], [2.213, 5.724, 1.556], [1.878, 4.090, -1.683], [1.176, 5.247, -0.501], [-0.619, 4.718, 1.670], [0.261, 3.415, 2.510], [-1.454, 3.209, 2.089], [-1.591, 4.881, -0.879], [-2.513, 3.361, -0.982], [-1.394, 3.807, -2.285], [-2.205, 0.472, 0.232], [-2.720, 0.151, 1.825], [-3.978, -0.121, 2.093], [-4.365, -0.475, 3.461], [-3.622, 0.407, 4.426], [-2.184, 0.298, 4.177], [-1.333, 0.257, 5.370], [-1.552, -1.042, 6.119], [-1.913, -1.033, 7.460], [-2.114, -2.229, 8.134], [-1.971, -3.437, 7.470], [-1.615, -3.450, 6.126], [-1.405, -2.258, 5.453], [-1.734, 0.170, 2.944], [-0.072, 0.061, 2.614], [-5.074, -0.013, 1.122], [-5.918, 1.203, 1.444], [-5.350, 2.474, 1.374], [-6.105, 3.592, 1.685], [-7.433, 3.448, 2.068], [-8.004, 2.186, 2.129], [-7.246, 1.063, 1.823], [-4.143, -1.530, 3.641], [-5.436, -0.319, 3.569], [-3.818, 0.091, 5.449], [-3.942, 1.448, 4.315], [-1.597, 1.107, 6.002], [-0.297, 0.361, 5.068], [-2.029, -0.090, 7.983], [-2.389, -2.216, 9.180], [-2.134, -4.368, 7.995], [-1.499, -4.394, 5.608], [-1.114, -2.273, 4.406], [-5.676, -0.921, 1.192], [-4.660, 0.052, 0.121], [-4.317, 2.587, 1.057], [-5.667, 4.580, 1.620], [-8.023, 4.320, 2.316], [-9.041, 2.073, 2.414], [-7.700, 0.079, 1.864], [-0.002, -1.942, -0.174], [-0.399, -3.055, 0.953], [1.097, -3.998, 1.233], [1.716, -3.819, 2.463], [2.920, -4.468, 2.704], [3.479, -5.275, 1.722], [2.843, -5.442, 0.496], [1.640, -4.803, 0.242], [-1.470, -4.235, 0.132], [-2.269, -3.793, -0.912], [-3.166, -4.684, -1.484], [-3.266, -5.981, -1.000], [-2.469, -6.400, 0.058], [-1.565, -5.524, 0.638], [0.248, -2.366, -1.062], [1.259, -3.193, 3.221], [3.408, -4.356, 3.663], [4.413, -5.786, 1.915], [3.277, -6.083, -0.260], [1.133, -4.943, -0.706], [-2.184, -2.778, -1.281], [-3.783, -4.363, -2.312], [-3.969, -6.671, -1.449], [-2.545, -7.412, 0.431], [-0.933, -5.849, 1.456]], "atomic_forces_ev_per_a": [[0.022, 0.305, -0.085], [-0.222, 0.200, -0.044], [0.650, -0.004, 0.131], [-0.047, 0.000, -0.236], [-0.155, -0.212, 0.116], [0.233, -0.104, 0.003], [0.022, 0.087, 0.010], [0.131, -0.217, -0.112], [-0.324, 0.126, -0.041], [0.139, 0.120, 0.258], [-0.197, 0.056, -0.147], [-0.105, 0.029, -0.002], [-0.383, 0.321, 0.282], [0.238, 0.009, -0.215], [0.357, 0.017, -0.066], [0.005, -0.014, -0.012], [-0.013, -0.010, 0.003], [-0.058, 0.025, 0.016], [0.007, -0.008, 0.019], [-0.011, -0.004, -0.008], [-0.011, -0.024, 0.035], [-0.004, -0.019, -0.004], [0.017, 0.034, 0.001], [-0.008, -0.009, 0.024], [-0.016, 0.005, 0.015], [0.029, 0.004, -0.018], [0.003, -0.001, -0.028], [-0.040, -0.076, 0.006], [0.038, 0.003, 0.007], [-0.031, -0.007, 0.028], [-0.013, -0.024, -0.001], [-0.016, -0.021, -0.032], [-0.018, -0.004, -0.004], [0.030, -0.056, 0.056], [-0.007, -0.008, 0.006], [-0.401, 0.088, 0.126], [-0.829, -0.067, -0.776], [0.702, 0.117, 0.137], [-0.035, 0.004, 0.332], [-0.373, 0.018, -0.018], [-0.007, -0.034, -0.698], [0.170, -0.133, 0.371], [-0.083, 0.009, -0.069], [0.038, 0.075, -0.082], [-0.021, -0.060, 0.068], [0.008, 0.026, -0.005], [-0.007, -0.021, -0.020], [0.021, 0.017, -0.007], [0.700, -0.002, 0.885], [-0.057, -0.046, 0.216], [-0.412, 0.136, -0.211], [0.072, -0.055, 0.056], [0.007, -0.024, -0.003], [0.031, 0.025, 0.007], [-0.035, -0.044, 0.018], [-0.023, 0.038, 0.016], [0.025, -0.036, -0.035], [0.000, -0.003, -0.059], [-0.010, 0.027, -0.065], [0.062, -0.037, 0.006], [0.098, 0.015, 0.025], [-0.056, 0.017, -0.059], [0.008, 0.081, -0.066], [-0.008, -0.013, 0.012], [0.000, 0.004, -0.008], [0.002, 0.008, 0.007], [0.003, 0.007, 0.010], [-0.009, -0.002, 0.007], [0.064, -0.035, 0.050], [0.075, -0.078, 0.010], [-0.008, 0.017, -0.001], [-0.003, -0.011, 0.006], [0.000, 0.003, -0.029], [0.008, 0.001, 0.006], [0.002, 0.003, 0.008], [-0.248, -0.517, 0.135], [0.336, -0.166, -0.469], [-0.355, 0.124, 0.062], [-0.048, 0.023, -0.002], [0.032, -0.019, 0.028], [0.009, 0.037, 0.046], [-0.046, -0.007, -0.079], [0.087, -0.036, -0.042], [0.087, 0.151, 0.178], [0.050, 0.038, -0.046], [-0.024, -0.031, -0.007], [-0.014, 0.031, -0.025], [0.023, -0.010, 0.048], [0.022, -0.021, 0.001], [0.153, -0.064, 0.022], [0.015, -0.015, 0.005], [0.013, -0.007, -0.015], [-0.010, -0.010, 0.001], [0.014, 0.003, 0.015], [-0.013, -0.012, 0.018], [-0.022, -0.018, 0.016], [-0.002, -0.013, 0.006], [0.012, 0.001, -0.008], [-0.012, 0.004, -0.012], [-0.020, -0.019, -0.010]], "lowdin_charge": [-0.1161, -0.2640, 1.3862, -0.2922, -0.2399, -0.2528, -0.0327, 0.0174, 0.0026, -0.0123, -0.2340, -0.2203, 1.3407, -0.2892, -0.2766, 0.0221, 0.0214, 0.0053, 0.0202, 0.0058, 0.0086, 0.0554, 0.0829, 0.1353, 0.1349, 0.1317, 0.1309, 0.0833, 0.0872, 0.0244, 0.0044, -0.0014, 0.0253, -0.0050, 0.0220, 0.7087, -0.5794, -0.0621, -0.0627, -0.0643, -0.0695, -0.0973, -0.2257, -0.0296, -0.0463, -0.0529, -0.0627, -0.0511, -0.5922, 0.7155, -0.0938, -0.2257, -0.0485, -0.0605, -0.0515, -0.0457, -0.0337, 0.1538, 0.1431, 0.1467, 0.1543, 0.1450, 0.0837, 0.1222, 0.1201, 0.1181, 0.1095, 0.0865, 0.1447, 0.0861, 0.0890, 0.1115, 0.1186, 0.1198, 0.1220, -0.4272, 1.0531, -0.4137, -0.0874, -0.0528, -0.0406, -0.0403, -0.0695, -0.4046, -0.0851, -0.0488, -0.0388, -0.0395, -0.0748, 0.0442, 0.0984, 0.1192, 0.1226, 0.1232, 0.1249, 0.0971, 0.1192, 0.1227, 0.1233, 0.1199]}